[1]
ORCA calculation (ωB97M-V/def2-TZVPD) on C33H44As2FFeN3O8 as an isolated structure.

## Properties
Net charge: 0
Electronic energy, eV: -214565.8486
Lowest unoccupied orbital energy (spin up / spin down), eV: -1.5 / -1.5
Energy relative to the best compared isomer or geometry (same formula, charge and spin), eV: 1.4566
Strongest force on any atom, eV Å⁻¹: 0.5

```
92
C33H44As2FFeN3O8 | the OMol25 dataset | ωB97M-V/def2-TZVPD
Fe -0.01 -0.33 -0.34
F -4.72 -3.93 -2.63
C -3.78 -3.27 -3.35
C -3.14 -2.20 -2.79
C -2.12 -1.56 -3.49
C -1.29 -0.60 -2.76
O -1.60 -0.34 -1.59
C -0.14 -0.11 -3.46
C 0.06 -0.50 -4.74
N -0.72 -1.38 -5.42
C -0.32 -1.83 -6.73
C -1.18 -1.48 -7.91
C 0.15 -0.81 -7.72
C -1.77 -2.00 -4.77
C -2.45 -3.08 -5.33
C -3.43 -3.75 -4.61
N -3.97 -4.94 -5.19
C -3.05 -6.07 -5.27
C -3.40 -6.86 -6.55
N -4.79 -6.44 -6.93
C -5.70 -6.54 -5.74
C -5.29 -5.41 -4.77
C 0.93 0.79 -2.85
O 1.70 1.34 -3.65
O 0.96 0.91 -1.59
H -3.35 -1.91 -1.77
H 0.92 -0.11 -5.26
H 0.18 -2.79 -6.73
H -2.06 -0.89 -7.71
H -1.28 -2.22 -8.70
H 0.14 0.23 -7.41
H 0.98 -1.09 -8.36
H -2.20 -3.43 -6.33
H -3.13 -6.72 -4.39
H -2.03 -5.71 -5.31
H -3.41 -7.94 -6.39
H -2.75 -6.62 -7.39
H -5.14 -6.94 -7.75
H -4.71 -5.44 -7.14
H -5.54 -7.53 -5.31
H -6.73 -6.46 -6.08
H -5.31 -5.80 -3.75
H -5.99 -4.58 -4.83
O -1.82 -3.73 0.37
C -1.11 -2.78 0.08
O -0.97 -1.69 0.74
C -0.25 -2.84 -1.25
O -0.47 -3.71 -2.09
O 0.63 -1.90 -1.34
C -1.34 0.49 2.94
As -1.22 1.14 1.11
C -3.10 0.97 0.63
C -1.05 3.07 1.38
C -0.87 3.57 2.67
C -0.64 4.92 2.90
C -0.57 5.79 1.82
C -0.75 5.31 0.54
C -0.99 3.96 0.29
As -1.26 3.34 -1.57
C -2.52 4.76 -2.10
C 0.35 4.13 -2.34
H -2.19 0.94 3.45
H -0.43 0.67 3.51
H -1.49 -0.58 2.84
H -3.72 1.61 1.26
H -3.36 -0.08 0.78
H -3.22 1.23 -0.42
H -0.91 2.90 3.52
H -0.50 5.28 3.91
H -0.38 6.84 1.98
H -0.69 6.00 -0.29
H -2.14 5.76 -1.90
H -3.46 4.63 -1.57
H -2.71 4.67 -3.17
H 0.42 5.20 -2.11
H 0.33 3.99 -3.42
H 1.22 3.60 -1.96
C 2.47 2.00 0.81
C 2.15 0.76 1.62
O 1.77 -0.38 0.84
C 2.90 -0.99 0.16
C 3.02 -2.44 0.57
H 2.73 2.81 1.50
H 1.62 2.31 0.21
H 3.31 1.83 0.14
H 1.31 0.94 2.30
H 3.00 0.47 2.24
H 3.80 -0.46 0.47
H 2.77 -0.85 -0.91
H 3.22 -2.53 1.63
H 3.84 -2.90 0.02
H 2.11 -2.98 0.32
```

Mulliken population analysis, charges in e, atoms 1 to 4: number 1, Fe, carries 0.232; number 2, F, carries -0.349; number 3, C, carries 0.610; number 4, C, carries -0.359


[2]
ORCA calculation (ωB97M-V/def2-TZVPD) on AlN2O6 as an isolated structure at a distorted geometry.

## Properties
Net charge: +1
Electronic energy, eV: -21838.1763
Lowest unoccupied orbital energy, eV: -10.3
Energy relative to the best compared isomer or geometry (same formula, charge and spin), eV: 6.1335
Strongest force on any atom, eV Å⁻¹: 1.7

```
9
AlN2O6 | the OMol25 dataset | ωB97M-V/def2-TZVPD
Al -0.08 0.16 -0.03
N 1.61 4.44 5.28
O 1.47 3.75 4.28
O 1.50 3.97 6.39
O 1.92 5.59 5.09
N -1.65 -4.49 -5.25
O -2.44 -5.42 -5.28
O -1.00 -4.16 -6.27
O -1.33 -3.85 -4.22
```

Mulliken population analysis, charges in e, atoms 1 to 4: number 1, Al, carries 0.999; number 2, N, carries 1.188; number 3, O, carries -0.413; number 4, O, carries -0.397


[3]
ORCA calculation (ωB97M-V/def2-TZVPD) on one molecule with the formula C12H18OSi at a distorted geometry.

## Properties
Net charge: 0
Electronic energy, eV: -22658.4801
Lowest unoccupied orbital energy, eV: 0.7
SMILES: C=C[C@](O)(c1ccccc1)[Si](C)(C)C
Energy relative to the best compared isomer or geometry (same formula, charge and spin), eV: 3.9066
Strongest force on any atom, eV Å⁻¹: 6.0

```
32
C12H18OSi | the OMol25 dataset | ωB97M-V/def2-TZVPD
C -0.58 -2.85 0.28
C -0.36 -1.59 0.61
C -0.32 -0.45 -0.37
O -0.48 -0.93 -1.72
C 1.33 -0.17 -0.10
C 1.66 1.13 0.30
C 3.05 1.29 0.48
C 3.97 0.36 0.21
C 3.51 -0.97 -0.13
C 2.16 -1.22 -0.23
Si -1.69 0.85 -0.04
C -1.48 1.28 1.77
C -3.17 -0.17 -0.52
C -1.72 2.11 -1.49
H -0.52 -3.65 1.01
H -0.53 -3.21 -0.74
H -0.37 -1.28 1.68
H 0.27 -1.29 -2.23
H 0.77 1.77 0.62
H 3.48 2.13 0.96
H 4.99 0.66 0.37
H 4.18 -1.78 -0.15
H 1.77 -2.25 -0.24
H -0.66 0.55 2.33
H -1.17 2.28 2.03
H -2.38 1.02 2.29
H -2.79 -1.02 -0.99
H -3.76 -0.40 0.39
H -3.75 0.37 -1.15
H -2.70 2.19 -1.90
H -1.64 3.04 -0.95
H -1.07 2.19 -2.38
```

Mulliken population analysis, charges in e, atoms 1 to 4: number 1, C, carries -1.020; number 2, C, carries -0.333; number 3, C, carries 1.616; number 4, O, carries -0.631